1.
Computed, not measured: a structure of composition C20H29CrO6, with ωB97M-V/def2-TZVPD.

The geometry in XYZ format:
```
56
Properties=species:S:1:pos:R:3
Cr 0.44 -0.37 -0.01
C -2.09 -0.22 -2.05
C -2.83 -1.08 -1.04
O -1.82 -1.92 -0.48
C -2.16 -2.69 0.64
C -1.67 -2.02 1.96
O -0.99 -0.80 1.65
C -1.19 0.24 2.60
C -0.72 1.55 1.97
O 0.53 1.41 1.33
C 1.65 1.30 2.21
C 2.83 0.89 1.34
O 2.48 -0.35 0.72
C 3.32 -0.68 -0.38
C 2.91 0.09 -1.66
O 1.60 0.60 -1.45
C 0.87 0.94 -2.62
C -0.45 1.53 -2.12
O -1.16 0.59 -1.32
H -2.79 0.42 -2.60
H -1.55 -0.86 -2.75
H -3.59 -1.69 -1.55
H -3.31 -0.46 -0.28
H -1.66 -3.65 0.51
H -3.24 -2.86 0.69
H -0.99 -2.69 2.49
H -2.52 -1.79 2.60
H -0.64 0.00 3.52
H -2.25 0.34 2.85
H -0.70 2.34 2.72
H -1.41 1.82 1.16
H 1.48 0.53 2.98
H 1.84 2.26 2.71
H 3.73 0.76 1.94
H 3.00 1.66 0.58
H 3.17 -1.75 -0.52
H 4.37 -0.49 -0.12
H 2.91 -0.61 -2.51
H 3.59 0.92 -1.89
H 0.70 0.04 -3.23
H 1.41 1.69 -3.21
H -1.07 1.84 -2.97
H -0.25 2.39 -1.48
C 0.78 -2.06 -0.86
C 1.14 -3.14 -1.31
C 1.65 -4.38 -1.72
C 2.54 -5.04 -0.85
C 3.09 -6.25 -1.22
C 2.76 -6.83 -2.44
C 1.88 -6.19 -3.30
C 1.32 -4.97 -2.95
H 2.77 -4.60 0.10
H 3.76 -6.76 -0.54
H 3.18 -7.79 -2.71
H 1.61 -6.65 -4.24
H 0.62 -4.48 -3.61
```

Its expectation value of S² is 3.81. As for the electronic energy: -61898.76290 eV. As for the energy above the lowest of the compared OMol25 structures with the same formula, charge and spin: 6.1 kcal per mole. Its total charge is +2. The spin multiplicity is 4. As for the gap between HOMO and LUMO (alpha / beta): 6.0 / 7.0 eV.

---

2.
Computed, not measured: a structure of composition C53H43AsBrF6N4O6PV, with ωB97M-V/def2-TZVPD.

The geometry in XYZ format:
```
116
Properties=species:S:1:pos:R:3
V 0.24 0.92 1.06
O 2.49 0.31 -2.75
C 3.69 0.05 -2.20
C 4.73 -0.24 -3.08
C 5.99 -0.54 -2.61
C 6.25 -0.55 -1.23
C 5.23 -0.23 -0.36
C 3.94 0.07 -0.82
C 2.90 0.44 0.14
O 1.67 0.44 -0.28
N 3.22 0.79 1.37
N 2.11 1.26 1.97
C 2.18 1.90 3.07
C 0.95 2.55 3.48
C 0.83 3.37 4.59
C -0.38 4.03 4.80
C -1.41 3.85 3.90
C -1.22 3.00 2.83
N -0.07 2.37 2.63
H 1.84 0.44 -2.03
H 4.52 -0.22 -4.14
H 6.79 -0.76 -3.31
H 7.24 -0.78 -0.86
H 5.41 -0.19 0.70
H 3.11 2.06 3.60
H 1.67 3.50 5.26
H -0.50 4.67 5.66
H -2.36 4.36 4.03
H -2.00 2.81 2.10
Br -3.91 -1.62 2.85
C -2.46 -2.28 3.84
C -2.73 -3.26 4.79
C -1.71 -3.82 5.54
C -0.39 -3.42 5.33
C -0.12 -2.46 4.38
C -1.15 -1.87 3.63
C -0.74 -0.82 2.65
O -1.45 0.18 2.41
O 0.41 -0.91 2.09
H -3.75 -3.57 4.94
H -1.94 -4.57 6.28
H 0.41 -3.85 5.91
H 0.90 -2.13 4.19
C -2.57 -5.68 0.84
C -2.30 -5.21 -0.44
C -1.19 -4.42 -0.67
C -0.34 -4.10 0.39
C -0.61 -4.57 1.68
C -1.72 -5.37 1.90
As 1.13 -2.93 0.14
C 1.83 -2.97 -1.62
C 1.03 -2.62 -2.71
C 1.57 -2.70 -3.99
C 2.88 -3.11 -4.17
C 3.68 -3.42 -3.08
C 3.16 -3.34 -1.80
C 2.49 -3.48 1.37
C 3.22 -2.53 2.08
C 4.22 -2.94 2.95
C 4.48 -4.30 3.11
C 3.75 -5.24 2.41
C 2.75 -4.84 1.54
H -3.45 -6.29 1.02
H -2.97 -5.45 -1.26
H -1.01 -4.03 -1.66
H 0.04 -4.32 2.50
H -1.93 -5.74 2.89
H 0.02 -2.26 -2.57
H 0.96 -2.43 -4.84
H 3.29 -3.16 -5.17
H 4.71 -3.71 -3.22
H 3.79 -3.57 -0.94
H 3.02 -1.47 1.94
H 4.80 -2.21 3.49
H 5.26 -4.61 3.80
H 3.96 -6.30 2.54
H 2.18 -5.58 0.99
C -5.05 3.14 -5.44
C -4.90 3.19 -3.95
C -6.02 3.07 -3.13
C -5.91 3.10 -1.75
C -4.67 3.27 -1.17
C -3.54 3.39 -1.97
N -2.27 3.53 -1.34
C -1.51 4.66 -1.37
C -2.00 5.82 -1.99
C -1.25 6.98 -2.04
C 0.02 7.04 -1.49
C 0.52 5.91 -0.87
C -0.21 4.72 -0.80
C 0.45 3.59 -0.08
O 1.52 3.73 0.51
O -0.18 2.44 -0.11
C -3.64 3.34 -3.37
C -2.40 3.41 -4.22
H -6.10 3.15 -5.73
H -4.61 2.23 -5.85
H -4.56 3.98 -5.93
H -7.00 2.95 -3.59
H -6.79 2.99 -1.13
H -4.55 3.30 -0.10
H -1.86 2.71 -0.92
H -3.00 5.81 -2.41
H -1.67 7.85 -2.53
H 0.61 7.94 -1.54
H 1.50 5.90 -0.42
H -2.25 4.41 -4.62
H -2.48 2.72 -5.06
H -1.52 3.14 -3.64
F -2.27 0.69 -0.04
P -2.21 -0.54 -1.11
F -2.35 0.50 -2.32
F -2.06 -1.76 -2.17
F -0.57 -0.33 -1.15
F -1.98 -1.58 0.11
F -3.79 -0.75 -1.02
```

Its expectation value of S² is 3.77. As for the electronic energy: -256077.05809 eV. As for the energy above the lowest of the compared OMol25 structures with the same formula, charge and spin: 0.0 kcal per mole. The spin multiplicity is 4. As for the gap between HOMO and LUMO (alpha / beta): 6.3 / 4.2 eV.

---

3.
Computed, not measured: a structure of composition C26H49NO4PdSi2, with ωB97M-V/def2-TZVPD.

The geometry in XYZ format:
```
83
Properties=species:S:1:pos:R:3
O 3.83 -1.41 -1.70
O 2.79 -2.55 -3.48
C 4.79 -0.36 -1.38
C 4.19 0.82 -0.65
H 5.22 -0.07 -2.34
H 5.57 -0.84 -0.77
H 3.44 1.36 -1.23
H 5.00 1.53 -0.45
H 3.78 0.54 0.32
C 3.52 -2.31 -0.58
C 4.38 -3.55 -0.65
H 2.45 -2.52 -0.66
H 3.70 -1.76 0.37
H 4.25 -4.12 -1.58
H 4.09 -4.20 0.19
H 5.45 -3.35 -0.52
C 2.13 -3.79 -3.81
C 3.95 -2.34 -4.31
C 1.05 -4.05 -2.79
H 2.88 -4.60 -3.74
H 1.71 -3.72 -4.83
H 1.45 -4.06 -1.76
H 0.64 -5.06 -2.96
H 0.23 -3.31 -2.86
C 5.12 -3.15 -3.86
H 4.19 -1.27 -4.28
H 3.69 -2.61 -5.35
H 5.42 -2.90 -2.84
H 5.96 -2.99 -4.53
H 4.89 -4.21 -3.91
H 2.79 -1.21 -2.28
Pd -0.69 0.75 -1.76
C 1.38 -0.52 -2.32
Si 1.06 0.27 -4.04
H 0.84 -1.44 -2.04
H 1.52 0.15 -1.46
C 2.53 1.39 -4.29
C -0.58 1.24 -4.39
C 0.93 -1.03 -5.45
C -0.01 2.60 -1.65
Si -1.63 3.49 -1.27
H 0.50 2.94 -2.55
H 0.70 2.64 -0.82
C -2.31 4.20 -2.86
C -1.28 4.87 -0.02
C -2.96 2.39 -0.50
H 0.39 -0.57 -6.30
H 0.37 -1.93 -5.12
H 1.94 -1.32 -5.79
H 2.41 2.34 -3.76
H 2.65 1.61 -5.36
H 3.45 0.90 -3.93
H -1.52 0.81 -3.87
H -0.73 1.13 -5.53
H -0.45 2.33 -4.14
H -0.31 5.35 -0.19
H -1.29 4.50 1.02
H -2.07 5.62 -0.13
H -2.88 2.38 0.60
H -2.92 1.35 -0.86
H -3.94 2.82 -0.79
H -2.24 5.30 -2.83
H -3.36 3.91 -2.98
H -1.76 3.85 -3.75
O -1.75 -3.23 -1.21
C -1.62 -2.01 -1.07
O -1.65 -1.15 -2.06
C -1.38 -1.48 0.32
C -1.62 -2.28 1.45
C -1.42 -1.75 2.70
C -1.01 -0.41 2.84
C -0.85 0.20 4.10
C -0.43 1.51 4.22
C -0.18 2.26 3.05
C -0.32 1.69 1.79
C -0.75 0.34 1.64
N -0.94 -0.22 0.41
H -1.93 -3.30 1.26
H -1.61 -2.36 3.58
H -1.07 -0.39 4.98
H -0.30 1.98 5.21
H 0.17 3.30 3.15
H -0.11 2.28 0.90
```

Its expectation value of S² is 2.01. As for the electronic energy: -56668.91191 eV. As for the energy above the lowest of the compared OMol25 structures with the same formula, charge and spin: 35.6 kcal per mole. The spin multiplicity is 3. As for the gap between HOMO and LUMO (alpha / beta): 6.2 / 7.2 eV.

---

4.
Computed, not measured: a cluster of 2 separate species, C9H11F3NP in total, with ωB97M-V/def2-TZVPD.

The geometry in XYZ format:
```
25
Properties=species:S:1:pos:R:3
C 2.36 -2.13 -0.70
C 1.89 -1.06 -1.43
C 1.95 -2.42 0.59
C 0.83 -0.30 -0.82
C 0.89 -1.67 1.21
C 0.36 -0.66 0.45
C 1.13 2.93 0.92
C -3.41 -0.53 -0.08
C -2.12 0.26 -0.49
N 0.24 2.48 -0.09
F -4.10 -0.91 -1.17
F -4.14 0.21 0.83
F -2.38 1.46 -1.07
P -0.93 0.49 1.01
H 2.96 -2.92 -1.13
H 2.35 -0.77 -2.35
H 2.13 -3.33 1.06
H 0.64 0.66 -1.35
H 0.64 -1.84 2.26
H 0.50 3.31 1.70
H 1.52 1.99 1.11
H 1.85 3.60 0.45
H -3.03 -1.45 0.39
H -1.57 -0.41 -1.23
H -0.58 3.01 -0.09
```

Its expectation value of S² is 2.01. As for the electronic energy: -28437.46177 eV. The spin multiplicity is 3. As for the gap between HOMO and LUMO (alpha / beta): 8.1 / 7.4 eV.

---

5.
Computed, not measured: a structure of composition C21H14F4N5O4PdSe2, with ωB97M-V/def2-TZVPD.

The geometry in XYZ format:
```
51
Properties=species:S:1:pos:R:3
Pd -1.58 -0.83 0.41
O -1.29 2.88 4.76
C -0.79 2.96 3.44
C -1.31 1.85 2.49
C -2.83 2.04 2.34
O -3.55 1.86 3.56
C -0.90 0.50 3.12
Se -2.04 -1.11 2.83
C -0.59 2.11 1.14
Se -1.39 1.37 -0.52
H -2.24 2.68 4.69
H 0.30 2.90 3.52
H -1.04 3.94 2.99
H -3.22 1.39 1.57
H -3.02 3.07 2.02
H -3.60 0.91 3.71
H -0.87 0.62 4.21
H 0.09 0.22 2.79
H 0.43 1.73 1.19
H -0.54 3.18 0.96
F 2.22 0.70 -1.10
C 3.14 -0.07 -1.66
C 3.92 0.50 -2.63
F 3.69 1.77 -2.95
C 4.96 -0.20 -3.28
C 5.12 -1.54 -2.84
C 4.36 -2.09 -1.85
F 4.60 -3.36 -1.52
C 3.32 -1.40 -1.20
C 2.54 -2.00 -0.17
C 1.33 -1.49 0.31
N 0.33 -1.06 0.69
C 2.92 -3.22 0.45
N 3.19 -4.19 1.01
F 6.05 -2.30 -3.41
C 5.78 0.38 -4.27
C 6.85 -0.29 -4.91
N 7.75 -0.76 -5.47
C 5.63 1.72 -4.74
N 5.59 2.78 -5.17
O -4.83 0.93 -0.34
C -4.66 -0.26 -0.41
C -5.71 -1.27 -0.89
C -5.08 -2.64 -0.66
C -3.65 -2.29 -0.29
O -2.71 -3.06 -0.16
N -3.52 -0.95 -0.09
H -5.90 -1.07 -1.95
H -6.64 -1.11 -0.35
H -5.11 -3.30 -1.53
H -5.53 -3.17 0.18
```

Its expectation value of S² is 2.08. As for the electronic energy: -182686.98493 eV. As for the energy above the lowest of the compared OMol25 structures with the same formula, charge and spin: 24.3 kcal per mole. Its total charge is -1. The spin multiplicity is 3. As for the gap between HOMO and LUMO (alpha / beta): 6.9 / 5.4 eV.

---

6.
Computed, not measured: a cluster of 2 separate species, C4H8N2O3S in total, with ωB97M-V/def2-TZVPD.

The geometry in XYZ format:
```
18
Properties=species:S:1:pos:R:3
C -0.55 -0.98 0.01
C -1.11 0.37 0.12
C -2.56 0.28 -0.17
C -0.53 1.71 -0.04
N 0.77 -0.89 0.06
N 1.34 -2.08 0.20
O -1.19 -2.06 -0.09
O 3.45 1.77 0.43
O 4.01 -0.61 0.05
S 3.25 0.58 -0.34
H -2.97 1.25 -0.66
H -3.06 0.30 0.81
H -2.88 -0.58 -0.69
H -0.69 1.98 -1.01
H 0.50 1.70 0.22
H -0.95 2.28 0.74
H 0.88 -2.98 0.36
H 2.32 -2.05 0.01
```

As for the electronic energy: -24232.18794 eV. As for the energy above the lowest of the compared OMol25 structures with the same formula, charge and spin: 69.9 kcal per mole. As for the gap between HOMO and LUMO (alpha / beta): 7.3 / 7.6 eV.

---

7.
Computed, not measured: an isolated molecule of C6H9N3O3S, with ωB97M-V/def2-TZVPD.

The geometry in XYZ format:
```
22
Properties=species:S:1:pos:R:3
C 2.20 -1.31 0.37
C 0.74 -1.11 0.19
N -0.14 -2.13 0.35
C -1.32 -1.66 0.23
C -2.54 -2.43 0.28
O -2.62 -3.44 0.95
N -1.19 -0.22 -0.01
S -2.39 0.88 0.16
N -2.34 1.56 -1.38
O -3.63 0.21 0.33
O -1.97 1.89 1.15
C 0.13 0.11 0.07
C 0.72 1.46 0.07
H 2.59 -0.68 1.14
H 2.38 -2.34 1.03
H 2.84 -1.34 -0.45
H -3.27 -2.14 -0.45
H -2.52 2.53 -1.41
H -2.87 1.23 -2.05
H 1.02 1.96 -0.99
H 0.11 2.26 0.50
H 1.76 1.39 0.41
```

Its SMILES is Cc1nc(C=O)n(S(N)(=O)=O)c1C. As for the electronic energy: -27813.53040 eV. As for the energy above the lowest of the compared OMol25 structures with the same formula, charge and spin: 30.2 kcal per mole. As for the gap between HOMO and LUMO: 9.0 eV.

---

8.
Computed, not measured: a structure of composition C29H39GeN3OSY, with ωB97M-V/def2-TZVPD.

The geometry in XYZ format:
```
75
Properties=species:S:1:pos:R:3
Y -0.18 0.53 -0.26
C -3.05 3.79 2.76
C -2.44 3.72 1.35
C -3.23 4.62 0.39
C -2.38 2.28 0.86
C -2.64 1.92 -0.47
C -2.82 0.58 -0.84
C -2.80 -0.45 0.12
C -3.26 -1.83 -0.23
C -2.36 -0.11 1.40
C -2.13 1.22 1.75
H -3.22 4.84 3.03
H -2.39 3.38 3.53
H -4.01 3.28 2.81
H -1.42 4.12 1.43
H -4.23 4.22 0.23
H -2.75 4.73 -0.59
H -3.33 5.61 0.81
H -2.75 2.67 -1.24
H -3.04 0.33 -1.87
H -2.81 -2.20 -1.16
H -4.34 -1.81 -0.39
H -3.05 -2.55 0.56
H -2.26 -0.88 2.16
H -1.86 1.45 2.78
C 2.87 1.95 -0.60
C 2.14 2.68 0.51
N 0.68 2.78 0.22
C 0.30 3.82 -0.79
C 0.53 3.48 -2.26
S 0.08 1.78 -2.80
C 1.70 1.12 -3.34
C 2.44 0.25 -2.33
N 2.21 0.65 -0.92
H 2.90 2.55 -1.50
H 3.91 1.79 -0.31
H 2.25 2.14 1.45
H 2.57 3.68 0.66
H 0.24 3.10 1.08
H -0.76 4.02 -0.64
H 0.83 4.75 -0.57
H -0.09 4.16 -2.85
H 1.55 3.65 -2.58
H 1.50 0.55 -4.25
H 2.28 1.98 -3.66
H 2.13 -0.79 -2.42
H 3.51 0.27 -2.56
H 2.69 -0.07 -0.36
Ge 0.72 -2.46 0.37
C 2.60 -2.62 0.05
C 3.48 -2.13 1.01
C 4.85 -2.28 0.82
C 5.33 -2.91 -0.32
C 4.45 -3.40 -1.28
C 3.08 -3.26 -1.10
C -0.46 -3.75 1.09
C -0.82 -4.89 0.36
C -1.67 -5.82 0.93
C -2.15 -5.63 2.22
C -1.79 -4.50 2.95
C -0.95 -3.55 2.38
H 0.46 -1.07 1.09
H 3.12 -1.66 1.92
H 5.54 -1.91 1.57
H 6.40 -3.03 -0.46
H 4.83 -3.91 -2.16
H 2.41 -3.67 -1.85
H -0.43 -5.07 -0.64
H -1.94 -6.71 0.38
H -2.81 -6.36 2.67
H -2.16 -4.36 3.96
H -0.65 -2.68 2.96
O -0.71 -2.45 -3.38
C -0.38 -2.07 -2.35
N -0.04 -1.61 -1.26
```

As for the electronic energy: -105596.83868 eV. As for the energy above the lowest of the compared OMol25 structures with the same formula, charge and spin: 0.0 kcal per mole. Its total charge is +3. As for the gap between HOMO and LUMO: 7.5 eV.